111
Properties=species:S:1:pos:R:3:lowdin_charge:R:1 method="wB97M-V/def2-TZVPD" spin_multiplicity=1 e_lumo_ev="1.22 / 1.23" orbital_gap_ha="0.1054 / 0.1071" max_force_ev_per_a=5.085 charge=-1
Pb 14.34691 12.16644 12.91856 1.1853
O 10.15371 18.41953 12.41222 -0.0997
C 9.13635 17.89736 11.60848 -0.3151
C 9.43225 18.06914 10.12276 -0.1698
C 10.54520 17.18055 9.43667 -0.1473
C 11.91786 17.52449 9.50986 -0.3105
C 12.85630 17.65228 8.49162 0.0013
C 14.14290 18.08140 8.86750 -0.0692
C 14.52243 18.31374 10.17608 -0.0509
C 13.51591 18.14605 11.12376 -0.1455
N 12.31986 17.82761 10.74042 0.0879
H 11.02039 18.18240 12.02017 0.0365
H 8.19421 18.41606 11.85753 0.1102
H 8.82332 16.89169 11.82400 0.1011
H 9.65805 19.11464 9.89683 0.1048
H 8.40401 17.76215 9.62036 0.1414
H 10.26155 17.11101 8.31667 0.1389
H 10.28471 16.23073 9.91785 0.1297
H 12.67901 17.51700 7.40300 0.1189
H 14.93538 18.22523 8.13694 0.1012
H 15.49803 18.45880 10.54236 0.0877
H 13.64501 18.29588 12.17511 0.0941
O 15.22479 9.75286 12.33372 -0.4897
P 16.61946 9.14391 12.30762 0.7696
C 18.01967 10.33074 11.97538 -0.2561
P 17.66728 12.20638 11.76266 0.7528
O 16.59601 12.80416 12.66482 -0.5893
C 17.55815 12.62144 10.01985 -0.3677
C 17.10592 11.73885 9.06523 -0.1829
C 16.60361 12.07941 7.86340 -0.1335
C 16.51954 13.46541 7.52137 -0.1297
C 17.00980 14.44868 8.44856 -0.1085
C 17.59857 13.99751 9.64614 -0.1384
C 19.14840 13.12509 12.32754 -0.2630
C 20.19152 13.40734 11.42069 -0.1215
C 21.40432 13.91901 11.78211 -0.1086
C 21.69414 14.15708 13.14072 -0.1021
C 20.67671 13.89934 14.05445 -0.0986
C 19.33461 13.50559 13.70440 -0.0405
C 17.15695 8.22425 13.81196 -0.2576
C 16.24648 8.17537 14.84028 -0.0872
C 16.46950 7.35697 15.90866 -0.0823
C 17.56530 6.50644 16.00291 -0.0672
C 18.64540 6.77484 15.13392 -0.1020
C 18.45148 7.57590 14.02767 -0.0861
C 16.71652 8.01290 10.91235 -0.2538
C 16.23475 8.38971 9.65414 -0.0698
C 16.51467 7.61154 8.49752 -0.0564
C 16.81523 6.31410 8.72882 -0.1204
C 17.33645 5.87210 9.91629 -0.0932
C 17.16764 6.65237 11.06047 -0.0476
H 18.47435 10.04049 11.02257 0.0608
H 18.70257 10.26031 12.79773 0.0390
H 17.03636 10.65310 9.29583 0.0685
H 16.28227 11.24691 7.25799 0.0832
H 16.05980 13.74590 6.60858 0.0530
H 17.16245 15.50831 8.07051 0.1012
H 18.12371 14.62848 10.37722 0.0876
H 20.00021 13.03488 10.38523 0.1139
H 22.11922 14.28208 11.00855 0.1103
H 22.69747 14.42240 13.47846 0.0960
H 20.87550 14.06114 15.09974 0.0845
H 18.54363 13.52341 14.42727 0.0798
H 15.34158 8.83071 14.74917 0.1161
H 15.71506 7.27318 16.68788 0.1055
H 17.66620 5.70334 16.73594 0.1041
H 19.55665 6.18610 15.17427 0.0977
H 19.25608 7.71206 13.31998 0.0998
H 15.68225 9.25110 9.52410 0.0772
H 16.40372 8.11301 7.52097 0.1193
H 16.74602 5.53795 7.94968 0.1134
H 17.75505 4.91883 10.02459 0.0846
H 17.38478 6.16484 12.00246 0.0949
S 13.09403 9.75169 17.35466 0.3629
C 13.74086 10.90343 16.33844 -0.9810
N 14.10727 11.65475 15.45976 -0.1147
Se 13.70557 15.09796 13.43729 0.5525
S 11.33223 12.00557 11.81507 0.4141
C 10.29924 12.16727 13.12778 -0.8848
N 10.22986 13.53574 13.49714 -0.0317
C 9.66702 13.93279 14.69527 -0.1919
C 8.78939 13.08451 15.26422 -0.1449
C 8.77663 11.77649 14.73446 -0.2232
N 9.52536 11.23629 13.74022 0.0317
H 10.99432 14.04993 13.06095 0.0163
H 9.72512 14.95276 14.98388 0.0699
H 8.10362 13.31143 16.08470 0.0869
H 8.12456 11.15746 15.23398 0.0410
C 13.50024 18.57518 17.32049 0.0235
N 12.98056 17.19076 17.64562 -0.1867
C 11.53573 17.24139 18.00023 0.0091
C 13.10654 16.28107 16.46562 -0.1299
C 14.52904 15.98316 16.08516 -0.2506
C 15.55363 15.94656 17.04520 -0.0728
C 16.88691 16.10931 16.64870 -0.0762
C 17.24150 15.78959 15.29658 -0.0803
C 16.23999 15.45283 14.42328 -0.1755
C 14.91544 15.50107 14.78636 -0.6601
H 13.78650 19.19855 18.21065 0.1195
H 12.68775 19.07683 16.77261 0.1137
H 14.41760 18.45399 16.79835 0.0823
H 13.57288 16.87091 18.40169 0.1502
H 11.02247 17.45502 17.06155 0.1092
H 11.28452 17.99464 18.72289 0.1001
H 11.29661 16.22511 18.24738 0.1042
H 12.43376 16.69234 15.66960 0.1282
H 12.65673 15.28724 16.68700 0.1560
H 15.30516 16.16954 18.06901 0.0864
H 17.64552 16.36222 17.37746 0.0877
H 18.24778 15.94010 15.05006 0.0762
H 16.42237 15.14637 13.36108 0.0923